(1)
23
Properties=species:S:1:pos:R:3:lowdin_spin:R:1 method="wB97M-V/def2-TZVPD" multiplicity=2 e_tot_ev=-9556.6005 s_squared=0.761 e_lumo_ev="3.80 / 3.72" homo_energy_ev="0.9 / -3.5" charge=-1
C -1.40354 -2.42248 1.27383 0.07
C -0.11423 1.58757 0.66075 0.16
C -0.74167 0.89265 -0.40404 0.18
C -0.08987 0.90597 1.85859 0.06
C -1.06584 -0.41725 -0.13605 0.03
C -0.64590 -0.25315 2.22255 0.17
C -1.14385 -1.02387 1.12539 0.17
H 0.47270 2.47002 0.43023 0.02
H -0.79697 1.25257 -1.52593 0.02
H 0.42091 1.36103 2.64973 0.00
H -1.50176 -1.11513 -0.88127 0.00
H -0.91939 -0.61700 3.22983 0.03
H -0.95393 -3.03374 1.91558 0.00
H -1.36430 -2.96910 0.33742 0.00
H -2.69111 -2.50458 1.44493 0.06
C 1.98447 1.11841 -3.11856 0.00
C 2.29013 -0.02373 -2.17984 0.01
H 0.91748 1.14369 -3.34809 0.00
H 2.19159 2.02096 -2.45877 0.00
H 2.70659 1.00216 -3.94963 0.00
H 3.21373 -0.04996 -1.82120 0.00
H 2.18773 -1.03874 -2.58863 0.00
H 1.69845 -0.10686 -1.24987 0.00

***

(2)
45
Properties=species:S:1:pos:R:3:nbo_charge:R:1 method="wB97M-V/def2-TZVPD" e_tot_ev=-28607.8023 e_lumo_ev=0.41 smiles="O=C([C@@H]1C[C@H]2CC[C@@H]1C2)N1CC(c2nc(-c3ccccc3)no2)C1" homo_energy_ev=-9.2
O 0.09586 3.15544 0.35144 -0.62
C -0.44469 2.48699 -0.50595 0.70
C 0.28627 2.17774 -1.81641 -0.31
C 0.99785 0.81533 -1.77228 -0.41
C 2.47348 1.22608 -2.06005 -0.22
C 2.64086 1.58771 -3.49931 -0.42
C 1.93449 2.95677 -3.55722 -0.41
C 1.46453 3.15278 -2.09406 -0.19
C 2.65576 2.56944 -1.34617 -0.42
N -1.73402 2.06073 -0.29733 -0.44
C -2.31254 1.88329 1.00795 -0.18
C -3.04818 0.62979 0.47987 -0.31
C -2.68381 -0.67388 1.02724 0.54
N -1.53452 -1.06165 1.48098 -0.49
C -1.77736 -2.41639 1.70426 0.30
C -0.84460 -3.25122 2.46505 -0.12
C -1.07010 -4.62080 2.70084 -0.15
C -0.17810 -5.42818 3.43007 -0.22
C 0.99339 -4.83185 3.87512 -0.19
C 1.21889 -3.46273 3.72195 -0.22
C 0.30696 -2.69272 3.01784 -0.16
N -2.94310 -2.83131 1.23680 -0.14
O -3.58292 -1.66833 0.83002 -0.28
C -2.41114 0.93208 -0.88819 -0.18
H -0.43861 2.26213 -2.65097 0.22
H 0.62866 0.13782 -2.51625 0.21
H 0.92236 0.30642 -0.80240 0.22
H 3.19038 0.42343 -1.77410 0.21
H 3.68877 1.76635 -3.80368 0.21
H 2.23461 0.85069 -4.18684 0.21
H 2.54717 3.77385 -3.86814 0.21
H 1.08470 2.96053 -4.26644 0.20
H 1.25246 4.16552 -1.85243 0.23
H 3.62658 3.04162 -1.60279 0.21
H 2.48941 2.52780 -0.25187 0.24
H -2.95094 2.69136 1.35219 0.20
H -1.56581 1.73648 1.79239 0.22
H -4.15050 0.80332 0.49811 0.24
H -2.01739 -5.05901 2.34151 0.23
H -0.41978 -6.46775 3.57542 0.22
H 1.70285 -5.40284 4.43984 0.21
H 2.08882 -2.95442 4.12754 0.22
H 0.49795 -1.62387 2.87090 0.23
H -1.74865 0.14382 -1.28131 0.21
H -3.16632 1.22160 -1.63315 0.20

***

(3)
12
Properties=species:S:1:pos:R:3:nbo_charge:R:1 method="wB97M-V/def2-TZVPD" e_tot_ev=-47221.4004 e_lumo_ev="-1.20 / -2.74" homo_energy_ev="-10.0 / -8.1"
C 0.71898 0.30016 -0.08233 -0.24
C 0.04371 -0.86006 0.07193 -0.06
C 2.16412 0.66332 -0.16731 0.52
N 0.45972 -2.16353 0.08768 -0.14
N 2.85331 0.08197 0.82650 -0.41
N 1.43148 -2.81526 -0.44091 -0.22
O 2.54471 1.47973 -0.99296 -0.56
Cl -0.65684 -3.27574 0.83529 0.20
Cl 4.44778 0.54366 0.99722 0.22
Cl 2.55788 -1.93508 -1.28858 0.23
H 0.09810 1.18381 -0.19539 0.24
H -1.02595 -0.80064 0.22333 0.23

***

(4)
5
Properties=species:S:1:pos:R:3:nbo_charge:R:1 method="wB97M-V/def2-TZVPD" e_tot_ev=-7759.0852 e_lumo_ev=1.10 smiles=N#[N+][O-].F homo_energy_ev=-11.6
N 0.34058 0.40799 0.34676 -0.09
N 0.11630 -0.23997 1.21373 0.43
O -0.10592 -0.92239 2.11661 -0.35
F 0.06302 -0.01832 -1.77448 -0.55
H -0.41398 0.77269 -1.90263 0.56

***

(5)
122
Properties=species:S:1:pos:R:3:mulliken_charge:R:1 method="wB97M-V/def2-TZVPD" e_tot_ev=-97990.7255 e_lumo_ev=0.03 smiles="COP(=O)(OC)OC.COP(=O)(OC)OC.COP(=O)(OC)OC.C1CCOC1.C1CCOC1.C1CCOC1.COCCOC.COCCOC" homo_energy_ev=-9.4
C 12.64846 -4.08261 -8.35695 -0.65
O 13.23234 -2.80925 -8.03052 -0.27
P 13.83117 -2.47027 -6.56779 1.04
O 12.76266 -2.40616 -5.55993 -0.65
O 14.96590 -3.66931 -6.24703 -0.34
C 14.58594 -4.88124 -5.59579 -0.72
O 14.67269 -1.12800 -6.81327 -0.33
C 13.96839 0.13084 -6.76268 -0.70
H 11.99494 -3.89486 -9.20887 0.25
H 11.94016 -4.48272 -7.63146 0.33
H 13.40401 -4.79401 -8.69031 0.26
H 13.67181 -4.81426 -5.00588 0.34
H 15.34672 -5.35922 -4.97868 0.29
H 14.41264 -5.73656 -6.24886 0.29
H 13.09402 0.16468 -6.11274 0.33
H 13.68246 0.47719 -7.75584 0.28
H 14.64241 0.91429 -6.41624 0.25
C 3.48210 -9.04516 -19.51232 -0.63
O 2.62765 -8.86916 -18.44047 -0.34
P 3.16694 -8.54410 -16.89842 0.99
O 2.29625 -8.92884 -15.76190 -0.70
O 3.53630 -7.01990 -16.91979 -0.19
C 2.57295 -6.21328 -17.68649 -0.69
O 4.66329 -9.20790 -16.86118 -0.31
C 5.55775 -8.80740 -15.85031 -0.67
H 3.13042 -8.44511 -20.35158 0.27
H 3.54463 -10.07623 -19.86031 0.25
H 4.47801 -8.67086 -19.27537 0.32
H 1.68678 -6.78286 -17.96642 0.35
H 3.01859 -5.78524 -18.58442 0.24
H 2.31111 -5.37452 -17.04147 0.27
H 5.76214 -9.68414 -15.23577 0.27
H 5.14450 -8.05597 -15.17750 0.29
H 6.54692 -8.42845 -16.10728 0.28
C 8.03493 -3.37203 -12.72957 -0.60
O 9.05417 -4.14890 -13.24750 -0.35
P 9.77937 -3.72853 -14.66193 1.01
O 10.50855 -4.85056 -15.25910 -0.72
O 10.71759 -2.45649 -14.23093 -0.32
C 11.69026 -2.04574 -15.07349 -0.75
O 8.66371 -3.10927 -15.55789 -0.09
C 8.32108 -3.34870 -16.86674 -0.66
H 7.46736 -3.97360 -12.01956 0.25
H 7.38934 -2.90074 -13.47065 0.27
H 8.43226 -2.50443 -12.20279 0.27
H 12.70814 -2.13132 -14.69307 0.27
H 11.33496 -1.08663 -15.45026 0.28
H 11.74349 -2.71751 -15.93023 0.33
H 7.93823 -2.42000 -17.28987 0.26
H 7.51410 -4.07966 -16.91760 0.25
H 9.13165 -3.81569 -17.42620 0.31
C 9.96910 1.54746 -22.85607 -0.42
C 10.14961 1.56216 -24.41463 -0.51
C 11.25392 0.55704 -24.70204 -0.44
O 11.02029 -0.39124 -23.64595 -0.46
C 10.45555 0.15783 -22.42873 -0.34
H 8.90861 1.58960 -22.60772 0.28
H 10.61448 2.24837 -22.32662 0.27
H 10.34013 2.54639 -24.84254 0.34
H 9.17138 1.26038 -24.78894 0.23
H 12.29690 0.84166 -24.56318 0.24
H 11.51960 0.29326 -25.72573 0.35
H 11.25272 0.11147 -21.68680 0.24
H 9.65759 -0.51699 -22.11894 0.21
C 5.65125 -9.06260 -9.18054 -0.46
C 4.17109 -9.00610 -8.84403 -0.52
C 4.02300 -7.71913 -8.01349 -0.37
O 5.42595 -7.24278 -7.90753 -0.43
C 6.35042 -8.36522 -8.04951 -0.40
H 5.93144 -8.54293 -10.09679 0.22
H 5.93191 -10.10166 -9.35280 0.33
H 3.90976 -9.88925 -8.26106 0.27
H 3.50036 -9.02749 -9.70297 0.29
H 3.57343 -8.03465 -7.07198 0.22
H 3.44325 -6.90886 -8.45557 0.31
H 6.46834 -8.81042 -7.06159 0.26
H 7.36129 -8.08487 -8.34557 0.27
C 6.05446 0.71796 -8.32744 -0.43
C 5.34653 1.99519 -8.09152 -0.50
C 6.15716 2.63042 -6.99712 -0.49
O 7.52673 2.22820 -7.18148 -0.40
C 7.44946 0.82501 -7.54436 -0.46
H 6.18791 0.52884 -9.39259 0.23
H 5.54708 -0.12800 -7.86376 0.28
H 4.30696 1.83982 -7.80297 0.28
H 5.34050 2.58192 -9.01010 0.27
H 5.64959 2.25355 -6.10918 0.27
H 5.92317 3.69282 -6.92884 0.39
H 7.34002 0.16394 -6.68464 0.26
H 8.35809 0.50861 -8.05660 0.31
C 8.78083 3.28555 -15.71386 -0.71
O 7.87795 3.38465 -16.87785 -0.37
C 7.60171 4.65994 -17.43292 -0.48
C 8.82856 5.35761 -18.09444 -0.49
O 9.72638 5.84668 -17.07829 -0.35
C 11.08266 5.37409 -17.27559 -0.70
H 8.92127 4.30937 -15.36722 0.32
H 9.73564 2.76187 -15.76086 0.24
H 8.30531 2.76993 -14.87953 0.28
H 7.14899 5.31434 -16.68800 0.35
H 6.87379 4.51667 -18.23148 0.34
H 8.43026 6.22135 -18.62681 0.36
H 9.25049 4.80165 -18.93168 0.36
H 11.03081 4.29562 -17.42495 0.32
H 11.82569 5.67921 -16.53876 0.23
H 11.39289 5.89170 -18.18331 0.31
C 0.71569 -0.00256 -17.50661 -0.55
O 2.03652 -0.44140 -17.75103 -0.37
C 3.11360 0.23245 -17.01214 -0.50
C 2.88289 -0.01560 -15.53941 -0.56
O 2.60942 -1.43200 -15.32364 -0.23
C 2.02233 -1.67567 -14.06826 -0.82
H 0.46089 -0.29290 -16.48736 0.15
H 0.02235 -0.24842 -18.31092 0.26
H 0.76582 1.08625 -17.51528 0.29
H 3.20557 1.29516 -17.23641 0.36
H 4.04508 -0.23379 -17.33318 0.28
H 2.16256 0.70734 -15.15658 0.39
H 3.85198 0.20632 -15.09249 0.40
H 2.22459 -2.67060 -13.67165 0.27
H 0.99181 -1.32485 -14.12349 0.30
H 2.32275 -1.10609 -13.18881 0.33

***

(6)
32
Properties=species:S:1:pos:R:3:nbo_charge:R:1 method="wB97M-V/def2-TZVPD" e_tot_ev=-122107.3382 e_lumo_ev=4.36 homo_energy_ev=-1.1 charge=-2
Ti 0.55805 -0.62098 -1.58857 1.12
O -0.39475 -1.19048 -0.19077 -0.67
C -0.72405 -0.92118 1.02403 0.41
C -1.32525 -1.91388 1.82923 -0.22
C -1.72985 -1.64268 3.11393 -0.22
C -1.56295 -0.37428 3.66083 -0.28
C -0.95315 0.60822 2.91043 -0.17
C -0.50875 0.36232 1.61133 -0.18
C 0.16475 1.37552 0.83813 0.38
N 0.78595 1.17632 -0.30997 -0.45
C 1.27345 2.37402 -0.72067 -0.04
C 0.97135 3.32642 0.20383 -0.11
N 0.27015 2.68772 1.19103 -0.52
H -1.43645 -2.89808 1.39593 0.23
H -2.19475 -2.41778 3.70763 0.20
H -1.90235 -0.15928 4.66503 0.19
H -0.79665 1.58372 3.35523 0.18
H 1.82105 2.46542 -1.64117 0.25
H 1.18935 4.37342 0.25053 0.20
H -0.09855 3.11572 2.02253 0.41
S -2.51685 -1.14988 -2.30267 -0.30
S -2.21515 -3.20048 -2.31277 -0.14
S -0.36555 -3.64238 -3.10787 -0.05
S 1.08505 -3.08118 -1.80937 -0.34
S 5.01445 0.51052 -0.94777 -0.28
C 3.49865 -0.10098 -1.19917 -0.49
S 2.64295 -1.01718 -0.02997 -0.09
S 2.61705 0.17962 -2.66197 -0.14
O -0.72145 0.72342 -2.21387 -0.53
N -0.94875 -0.04008 -3.20997 0.65
O -1.46435 0.42642 -4.20457 -0.47
O -0.03265 -0.91808 -3.32867 -0.51

***

(7)
10
Properties=species:S:1:pos:R:3:nbo_charge:R:1 method="wB97M-V/def2-TZVPD" e_tot_ev=-10789.5096 e_lumo_ev=0.13 homo_energy_ev=-9.1
C -3.67191 0.08019 0.18647 0.76
C -1.44317 -0.23648 0.07241 0.76
C 0.06508 0.02231 0.23634 -0.70
N -3.35023 -0.84633 -0.82122 -0.34
O -4.68271 0.52398 0.50357 -0.54
O -2.29791 0.46953 0.69686 -0.46
O -1.98056 -0.95713 -0.87965 -0.25
H 0.46000 -0.69156 -0.49601 0.25
H 0.53022 -0.16810 1.31013 0.27
H 0.34715 1.05396 -0.03324 0.26

***

(8)
13
Properties=species:S:1:pos:R:3:nbo_charge:R:1 method="wB97M-V/def2-TZVPD" e_tot_ev=-19172.1981 e_lumo_ev=0.68 homo_energy_ev=-8.4
C -1.27236 0.08446 0.02753 0.00
C 0.42778 1.28112 -0.02783 -0.34
C 1.32235 0.12602 0.28231 -0.49
C 0.62453 -1.17141 -0.19016 -0.05
O -3.76818 -0.45968 -0.04931 -0.95
O -0.74687 -1.11345 0.15853 -0.48
S -2.80401 0.65614 -0.03464 1.03
H 0.42848 1.65708 -1.03786 0.21
H 0.25643 2.01682 0.73775 0.22
H 2.28316 0.19656 -0.23046 0.23
H 1.50110 0.05907 1.35767 0.22
H 0.70715 -1.27121 -1.28025 0.18
H 1.04044 -2.06152 0.28672 0.21

***

Repeat the seventh record exactly.
10
Properties=species:S:1:pos:R:3:nbo_charge:R:1 method="wB97M-V/def2-TZVPD" e_tot_ev=-10789.5096 e_lumo_ev=0.13 homo_energy_ev=-9.1
C -3.67191 0.08019 0.18647 0.76
C -1.44317 -0.23648 0.07241 0.76
C 0.06508 0.02231 0.23634 -0.70
N -3.35023 -0.84633 -0.82122 -0.34
O -4.68271 0.52398 0.50357 -0.54
O -2.29791 0.46953 0.69686 -0.46
O -1.98056 -0.95713 -0.87965 -0.25
H 0.46000 -0.69156 -0.49601 0.25
H 0.53022 -0.16810 1.31013 0.27
H 0.34715 1.05396 -0.03324 0.26